(1)
94
Properties=species:S:1:pos:R:3 method="wB97M-V/def2-TZVPD" charge=-2 multiplicity=3 lumo_energy_ev="4.163 / 4.161" gap_ev="3.8 / 3.7"
Pd -0.741 0.611 -0.385
C 3.205 1.999 -2.102
C 2.042 1.152 -2.625
C 1.495 1.715 -3.931
C 2.444 -0.305 -2.692
C 3.145 -0.801 -3.771
C 3.585 -2.125 -3.824
C 3.236 -2.959 -2.773
C 2.506 -2.519 -1.674
C 1.968 -3.572 -0.716
C 3.069 -4.323 0.033
C 1.048 -4.559 -1.442
C 2.146 -1.135 -1.553
N 1.537 -0.564 -0.490
C 1.791 -1.025 0.786
C 0.960 -0.813 1.832
N -0.231 -0.104 1.743
C -1.193 -0.363 2.665
C -1.959 0.728 3.192
C -2.814 0.544 4.261
C -3.007 -0.706 4.844
C -2.381 -1.792 4.249
C -1.527 -1.671 3.156
C -1.204 -2.979 2.426
C 0.089 -3.708 2.819
C -1.343 -2.862 0.906
C -1.743 2.111 2.610
C -0.753 2.912 3.459
C -3.035 2.887 2.376
H 2.897 3.040 -1.946
H 4.043 1.990 -2.808
H 3.556 1.599 -1.149
H 1.253 1.200 -1.875
H 2.253 1.742 -4.722
H 1.143 2.740 -3.778
H 0.648 1.122 -4.279
H 3.374 -0.135 -4.598
H 4.144 -2.497 -4.675
H 3.504 -4.012 -2.827
H 1.355 -3.065 0.025
H 3.729 -4.850 -0.664
H 2.642 -5.062 0.719
H 3.683 -3.632 0.614
H 1.591 -5.134 -2.199
H 0.237 -4.026 -1.943
H 0.606 -5.266 -0.733
H 2.746 -1.520 0.989
H 1.272 -1.146 2.824
H -3.340 1.405 4.665
H -3.672 -0.834 5.690
H -2.604 -2.795 4.609
H -2.011 -3.650 2.744
H 0.968 -3.232 2.387
H 0.051 -4.740 2.453
H 0.203 -3.736 3.906
H -0.588 -2.205 0.472
H -2.323 -2.455 0.642
H -1.247 -3.850 0.443
H -1.271 1.957 1.641
H -1.167 3.124 4.452
H -0.505 3.864 2.977
H 0.170 2.343 3.590
H -3.563 3.106 3.310
H -3.705 2.322 1.725
H -2.817 3.842 1.888
C -4.424 0.318 -3.835
Ge -3.275 -0.091 -2.252
C -4.560 -0.437 -0.781
C -2.435 -1.834 -2.645
C -1.945 1.219 -1.827
H -5.141 -0.490 -4.009
H -3.812 0.436 -4.732
H -4.982 1.244 -3.676
H -5.141 -1.345 -0.966
H -5.250 0.403 -0.668
H -4.013 -0.554 0.158
H -3.183 -2.622 -2.781
H -1.769 -2.114 -1.826
H -1.828 -1.759 -3.550
H -2.083 2.226 -2.237
C 2.855 6.042 0.999
C 2.020 4.836 0.662
C 2.309 3.584 1.181
C 1.507 2.497 0.851
N 0.456 2.616 0.045
C 0.171 3.811 -0.461
C 0.919 4.942 -0.182
H 3.726 5.761 1.591
H 2.275 6.768 1.573
H 3.205 6.541 0.093
H 3.159 3.440 1.838
H 1.697 1.497 1.231
H -0.694 3.841 -1.116
H 0.647 5.896 -0.622

***

(2)
97
Properties=species:S:1:pos:R:3 method="wB97M-V/def2-TZVPD" charge=+3 multiplicity=5 lumo_energy_ev="-8.530 / -11.835" gap_ev="5.2 / 4.7"
C 1.121 1.642 1.874
C -0.368 2.330 0.187
C 1.192 2.934 2.383
C -0.260 3.665 0.618
C 0.506 3.952 1.740
H 1.803 3.101 3.249
H -0.806 4.425 0.039
H 0.567 4.978 2.081
N 0.274 1.344 0.884
P 2.196 -0.835 1.131
P -1.992 0.280 -0.847
C 1.976 0.497 2.400
H 2.941 0.896 2.749
H 1.485 0.061 3.292
C 0.300 -2.392 -0.708
O 0.470 -3.381 -1.203
C -1.205 1.902 -0.934
H -1.575 2.673 -1.611
C -2.565 -0.158 -2.642
C -3.522 0.837 0.126
C 3.708 -0.205 0.140
C 2.707 -2.348 2.175
C -1.673 -1.275 -3.194
H -1.758 -2.193 -2.601
H -2.001 -1.498 -4.220
H -0.623 -0.978 -3.235
C -4.008 -0.688 -2.645
H -4.116 -1.573 -2.004
H -4.743 0.070 -2.349
H -4.251 -0.993 -3.675
C -2.465 1.043 -3.591
H -2.873 0.730 -4.564
H -3.044 1.916 -3.271
H -1.425 1.346 -3.750
C -4.365 -0.412 0.465
H -3.766 -1.329 0.442
H -4.768 -0.318 1.482
H -5.213 -0.530 -0.216
C -3.077 1.484 1.452
H -2.433 0.813 2.034
H -2.552 2.436 1.298
H -3.979 1.691 2.054
C -4.322 1.898 -0.673
H -3.849 2.225 -1.604
H -5.329 1.534 -0.907
H -4.450 2.800 -0.058
C 3.120 -3.505 1.248
H 3.108 -4.434 1.836
H 2.422 -3.637 0.410
H 4.137 -3.382 0.857
C 1.509 -2.826 3.007
H 1.180 -2.073 3.734
H 0.660 -3.108 2.377
H 1.816 -3.720 3.574
C 3.846 -2.036 3.168
H 3.802 -2.779 3.979
H 4.838 -2.136 2.716
H 3.756 -1.046 3.633
C 3.423 1.177 -0.495
H 4.379 1.608 -0.829
H 2.788 1.081 -1.378
H 2.959 1.880 0.208
C 3.973 -1.199 -1.001
H 3.077 -1.343 -1.620
H 4.768 -0.782 -1.637
H 4.313 -2.171 -0.634
C 4.957 -0.027 1.007
H 4.784 0.641 1.857
H 5.368 -0.972 1.357
H 5.728 0.438 0.382
Ru 0.065 -0.724 0.019
N 0.822 0.090 -1.641
C 0.521 1.147 -2.174
C 0.905 2.105 -3.154
C 1.672 1.498 -4.154
C 0.651 3.494 -3.156
C 2.129 2.261 -5.215
H 1.868 0.420 -4.048
C 1.145 4.243 -4.228
H 0.102 3.959 -2.326
C 1.861 3.627 -5.254
H 2.689 1.763 -5.992
H 0.956 5.316 -4.245
H 2.217 4.213 -6.085
N -3.384 -3.496 4.596
C -2.690 -2.886 3.597
C -1.991 -1.684 3.835
C -1.266 -1.113 2.805
N -1.187 -1.666 1.566
C -1.914 -2.786 1.315
C -2.651 -3.430 2.297
H -3.400 -3.116 5.531
H -3.886 -4.365 4.434
H -2.003 -1.210 4.813
H -0.717 -0.184 2.965
H -1.903 -3.172 0.293
H -3.188 -4.347 2.057

***

Sequential max |F| output: 0.25, 3.84 eV/Å